{"formula": "C33H83N5O8", "method": "ωB97M-V with the def2-TZVPD basis set", "orbital_gap_ev": [1.88, 8.46], "e_above_lowest_kcal_mol": 0.0, "multiplicity": 2, "e_tot_ha": -2182.5231, "s_squared": 0.7503, "charge": -1, "species": ["C", "C", "C", "C", "C", "C", "N", "O", "C", "C", "C", "H", "H", "H", "H", "H", "H", "H", "H", "H", "H", "H", "H", "H", "H", "H", "H", "H", "H", "H", "C", "C", "C", "C", "C", "C", "N", "O", "C", "C", "C", "H", "H", "H", "H", "H", "H", "H", "H", "H", "H", "H", "H", "H", "H", "H", "H", "H", "H", "H", "C", "C", "C", "O", "C", "N", "H", "H", "H", "H", "H", "H", "H", "H", "H", "H", "H", "C", "C", "C", "O", "C", "N", "H", "H", "H", "H", "H", "H", "H", "H", "H", "H", "H", "C", "C", "C", "O", "C", "N", "H", "H", "H", "H", "H", "H", "H", "H", "H", "H", "H", "C", "O", "H", "H", "H", "H", "C", "O", "H", "H", "H", "H", "C", "O", "H", "H", "H", "H"], "positions_angstrom": [[0.023, 1.441, 7.303], [-0.329, 2.780, 6.547], [1.009, 3.447, 6.053], [1.629, 2.758, 4.884], [0.594, 2.669, 3.764], [-0.745, 2.059, 4.153], [-1.269, 2.671, 5.432], [-2.537, 2.095, 5.819], [-1.764, 2.432, 3.033], [-0.602, 0.532, 4.269], [-0.930, 3.745, 7.580], [0.849, 0.861, 6.890], [-0.882, 0.846, 7.416], [0.380, 1.650, 8.312], [0.958, 4.477, 5.700], [1.796, 3.302, 6.793], [1.964, 1.764, 5.180], [2.593, 3.220, 4.673], [1.020, 2.039, 2.983], [0.496, 3.647, 3.293], [-1.852, 3.507, 2.871], [-1.435, 1.991, 2.092], [-2.774, 2.178, 3.353], [0.247, 0.127, 4.820], [-1.533, 0.127, 4.665], [-0.575, 0.056, 3.289], [-0.364, 3.833, 8.507], [-1.853, 3.265, 7.905], [-0.987, 4.745, 7.150], [-3.226, 2.680, 5.497], [-1.368, -2.113, -4.421], [0.015, -1.635, -4.137], [0.827, -2.113, -5.378], [2.173, -1.389, -5.592], [2.058, 0.133, -5.521], [1.194, 0.648, -4.304], [-0.020, -0.172, -4.094], [-0.883, 0.272, -3.078], [2.067, 0.726, -3.000], [0.759, 2.065, -4.775], [0.553, -2.392, -2.938], [-1.357, -3.172, -4.677], [-1.749, -1.529, -5.260], [-2.143, -2.019, -3.660], [1.038, -3.181, -5.315], [0.227, -1.912, -6.265], [2.509, -1.727, -6.572], [2.855, -1.814, -4.855], [1.703, 0.507, -6.482], [3.116, 0.395, -5.533], [2.920, 1.394, -3.117], [1.525, 1.013, -2.099], [2.514, -0.220, -2.692], [0.504, 2.022, -5.834], [-0.008, 2.523, -4.150], [1.653, 2.660, -4.959], [1.549, -2.156, -2.562], [0.753, -3.430, -3.202], [-0.102, -2.266, -2.076], [-0.459, -0.055, -2.282], [-3.642, -1.278, -1.165], [-3.778, -0.059, -0.224], [-5.231, 0.143, 0.299], [-5.251, 1.096, 1.309], [-6.564, 1.436, 1.891], [-2.909, -0.138, 0.934], [-4.233, -1.236, -2.080], [-3.809, -2.202, -0.612], [-2.625, -1.408, -1.535], [-3.355, 0.828, -0.695], [-5.522, -0.753, 0.846], [-6.016, 0.232, -0.453], [-7.132, 0.568, 2.228], [-7.049, 1.925, 1.046], [-6.430, 2.119, 2.729], [-3.328, -0.870, 1.490], [-3.322, 0.555, 1.542], [-1.698, 5.846, 1.055], [-0.948, 5.741, -0.275], [-0.132, 4.487, -0.460], [0.975, 4.354, 0.453], [1.659, 3.073, 0.444], [-1.886, 6.032, -1.429], [-2.435, 6.648, 1.082], [-0.962, 6.027, 1.839], [-2.180, 4.888, 1.249], [-0.326, 6.634, -0.330], [0.218, 4.401, -1.489], [-0.844, 3.662, -0.471], [2.235, 2.916, -0.468], [0.988, 2.256, 0.711], [2.464, 3.181, 1.171], [-2.495, 5.233, -1.528], [-1.412, 6.067, -2.320], [5.157, -6.031, -5.584], [4.230, -5.020, -4.967], [4.333, -5.031, -3.419], [3.602, -3.959, -2.857], [3.018, -4.259, -1.586], [4.744, -3.739, -5.493], [6.200, -5.976, -5.275], [5.203, -5.987, -6.672], [4.813, -7.055, -5.436], [3.220, -5.185, -5.342], [5.391, -4.963, -3.165], [4.061, -6.041, -3.114], [2.256, -5.025, -1.726], [2.612, -3.355, -1.133], [3.708, -4.711, -0.874], [5.690, -3.656, -5.148], [4.316, -3.032, -4.912], [2.087, -4.605, 2.001], [1.334, -3.670, 1.342], [3.156, -4.698, 1.810], [2.059, -4.376, 3.066], [1.515, -5.530, 1.918], [0.448, -3.788, 1.692], [-2.111, -3.245, 2.619], [-1.175, -4.232, 2.353], [-3.103, -3.631, 2.851], [-1.803, -2.684, 3.501], [-2.305, -2.539, 1.812], [-1.466, -4.987, 2.869], [0.583, -0.768, 0.139], [-0.329, 0.226, -0.326], [0.933, -0.351, 1.083], [-0.021, -1.666, 0.274], [1.500, -0.819, -0.448], [-1.210, -0.021, -0.032]]}

---

{"formula": "C33H83NO9", "method": "ωB97M-V with the def2-TZVPD basis set", "orbital_gap_ev": [8.16, 3.54], "e_above_lowest_kcal_mol": 19.3, "multiplicity": 2, "e_tot_ha": -2038.5168, "s_squared": 0.7538, "charge": 1, "species": ["C", "C", "C", "C", "C", "C", "N", "O", "C", "C", "C", "H", "H", "H", "H", "H", "H", "H", "H", "H", "H", "H", "H", "H", "H", "H", "H", "H", "H", "H", "C", "C", "C", "O", "H", "H", "H", "H", "H", "H", "H", "H", "C", "C", "C", "O", "H", "H", "H", "H", "H", "H", "H", "H", "C", "C", "C", "O", "H", "H", "H", "H", "H", "H", "H", "H", "C", "C", "C", "O", "H", "H", "H", "H", "H", "H", "H", "H", "C", "C", "C", "O", "H", "H", "H", "H", "H", "H", "H", "H", "C", "C", "C", "O", "H", "H", "H", "H", "H", "H", "H", "H", "C", "C", "C", "O", "H", "H", "H", "H", "H", "H", "H", "H", "C", "C", "C", "O", "H", "H", "H", "H", "H", "H", "H", "H"], "positions_angstrom": [[-1.382, 4.341, 1.415], [0.042, 4.225, 1.083], [0.413, 5.417, 0.093], [0.628, 6.855, 0.717], [1.752, 6.785, 1.750], [1.374, 5.728, 2.785], [1.088, 4.450, 2.105], [1.125, 3.436, 3.039], [2.751, 5.504, 3.465], [0.281, 6.222, 3.730], [0.368, 2.912, 0.369], [-2.153, 3.914, 0.773], [-1.758, 5.353, 1.564], [-1.591, 3.798, 2.337], [1.362, 5.278, -0.425], [-0.382, 5.590, -0.633], [-0.319, 7.296, 1.029], [1.019, 7.516, -0.057], [1.765, 7.738, 2.279], [2.724, 6.652, 1.274], [2.839, 4.699, 4.194], [3.455, 5.213, 2.685], [3.202, 6.425, 3.835], [-0.629, 6.314, 3.137], [0.011, 5.454, 4.455], [0.374, 7.207, 4.188], [1.389, 3.001, -0.001], [-0.185, 2.721, -0.551], [0.474, 2.009, 0.970], [1.942, 2.995, 2.795], [-1.610, 0.395, -5.388], [-1.074, 0.349, -4.024], [-1.591, 1.376, -3.074], [-1.547, -0.952, -3.696], [-1.178, 1.196, -5.988], [-2.684, 0.518, -5.525], [-1.304, -0.475, -5.969], [0.009, 0.307, -4.140], [-1.296, 1.201, -2.040], [-2.678, 1.444, -3.119], [-1.334, 2.372, -3.435], [-2.499, -1.027, -3.603], [0.683, -3.201, -4.972], [1.828, -2.507, -5.636], [2.485, -3.449, -6.648], [1.410, -1.387, -6.465], [0.087, -3.823, -5.640], [-0.026, -2.560, -4.447], [0.960, -3.865, -4.154], [2.614, -2.125, -4.984], [3.215, -2.948, -7.283], [1.842, -3.833, -7.440], [2.933, -4.214, -6.014], [0.551, -1.661, -6.796], [0.839, -0.600, -0.168], [0.898, -2.170, -0.144], [-0.555, -2.633, 0.053], [1.270, -2.476, -1.484], [-0.084, -0.170, -0.558], [1.639, -0.144, -0.752], [0.782, -0.298, 0.878], [1.603, -2.549, 0.597], [-1.095, -2.463, -0.878], [-1.180, -2.094, 0.766], [-0.552, -3.694, 0.305], [0.871, -1.829, -2.070], [-3.910, -2.811, -1.966], [-5.184, -2.520, -2.690], [-6.389, -2.506, -1.759], [-5.105, -1.253, -3.204], [-3.633, -2.044, -1.243], [-3.130, -2.709, -2.721], [-3.850, -3.805, -1.523], [-5.353, -3.247, -3.484], [-6.342, -1.624, -1.121], [-6.363, -3.365, -1.087], [-7.410, -2.396, -2.123], [-5.934, -0.791, -3.058], [-0.358, -0.390, 4.618], [-1.707, -0.175, 5.398], [-1.580, -0.438, 6.903], [-2.132, 1.148, 5.162], [0.481, 0.104, 5.109], [-0.314, -0.022, 3.593], [-0.369, -1.478, 4.545], [-2.490, -0.774, 4.932], [-1.122, -1.403, 7.125], [-2.496, -0.324, 7.482], [-0.896, 0.325, 7.275], [-1.434, 1.758, 5.410], [4.650, -1.503, 1.147], [5.520, -0.936, 2.205], [6.967, -0.845, 1.749], [4.994, 0.338, 2.509], [4.369, -0.913, 0.274], [3.652, -1.837, 1.432], [5.050, -2.455, 0.797], [5.531, -1.497, 3.140], [7.627, -0.290, 2.415], [7.167, -0.478, 0.743], [7.407, -1.841, 1.797], [5.139, 0.948, 1.781], [-4.711, 1.779, 2.852], [-5.060, 0.356, 2.631], [-3.953, -0.489, 2.100], [-5.207, -0.203, 3.922], [-3.867, 2.034, 3.493], [-5.543, 2.404, 3.179], [-4.506, 2.218, 1.875], [-5.944, 0.311, 1.995], [-3.246, -0.128, 1.353], [-4.297, -1.274, 1.426], [-3.217, -0.759, 2.857], [-4.341, -0.112, 4.326], [3.530, -5.108, -1.075], [2.860, -5.534, -2.381], [3.152, -6.984, -2.659], [1.508, -5.333, -2.292], [3.465, -4.020, -1.033], [4.586, -5.376, -1.079], [3.102, -5.496, -0.151], [3.257, -4.767, -3.045], [4.216, -7.215, -2.712], [2.560, -7.275, -3.527], [2.882, -7.666, -1.853], [1.511, -4.375, -2.223]]}

---

{"formula": "C33H84O27S7", "method": "ωB97M-V with the def2-TZVPD basis set", "orbital_gap_ev": 9.75, "e_above_lowest_kcal_mol": 128.6, "e_tot_ha": -6126.0275, "smiles": "CCOS(C)(=O)=O.CCOS(C)(=O)=O.CCOS(C)(=O)=O.CCOS(C)(=O)=O.CCOS(C)(=O)=O.CCOS(C)(=O)=O.CCOS(C)(=O)=O.COCCOCCOC.COCCOCCOC", "species": ["C", "C", "O", "S", "C", "O", "O", "H", "H", "H", "H", "H", "H", "H", "H", "C", "C", "O", "S", "C", "O", "O", "H", "H", "H", "H", "H", "H", "H", "H", "C", "C", "O", "S", "C", "O", "O", "H", "H", "H", "H", "H", "H", "H", "H", "C", "C", "O", "S", "C", "O", "O", "H", "H", "H", "H", "H", "H", "H", "H", "C", "C", "O", "S", "C", "O", "O", "H", "H", "H", "H", "H", "H", "H", "H", "C", "C", "O", "S", "C", "O", "O", "H", "H", "H", "H", "H", "H", "H", "H", "C", "C", "O", "S", "C", "O", "O", "H", "H", "H", "H", "H", "H", "H", "H", "C", "O", "C", "C", "O", "C", "C", "O", "C", "H", "H", "H", "H", "H", "H", "H", "H", "H", "H", "H", "H", "H", "H", "C", "O", "C", "C", "O", "C", "C", "O", "C", "H", "H", "H", "H", "H", "H", "H", "H", "H", "H", "H", "H", "H", "H"], "positions_angstrom": [[-9.608, 2.387, 2.610], [-11.012, 2.845, 2.419], [-11.720, 1.603, 2.584], [-13.321, 1.531, 2.169], [-14.260, 2.562, 3.350], [-13.567, 1.995, 0.821], [-13.718, 0.159, 2.487], [-9.623, 1.886, 3.578], [-9.046, 3.283, 2.873], [-9.133, 1.856, 1.785], [-11.189, 3.595, 3.191], [-11.153, 3.308, 1.442], [-15.316, 2.296, 3.397], [-14.057, 3.606, 3.110], [-13.807, 2.417, 4.331], [6.516, -4.811, 6.233], [5.897, -5.989, 6.978], [5.804, -7.019, 5.966], [7.128, -7.947, 5.752], [6.521, -8.891, 4.251], [8.325, -7.230, 5.480], [7.202, -8.946, 6.885], [5.804, -4.391, 5.523], [7.356, -5.100, 5.602], [6.807, -4.030, 6.935], [6.580, -6.258, 7.783], [4.861, -5.763, 7.232], [5.543, -9.370, 4.288], [7.278, -9.656, 4.083], [6.445, -8.161, 3.445], [-3.687, -4.911, 12.505], [-3.907, -4.728, 11.047], [-3.722, -3.327, 10.809], [-3.974, -2.697, 9.211], [-2.182, -3.029, 8.739], [-4.804, -3.646, 8.472], [-4.149, -1.286, 9.355], [-4.359, -4.287, 13.094], [-2.692, -4.485, 12.635], [-3.685, -5.959, 12.803], [-3.047, -5.230, 10.603], [-4.819, -5.044, 10.542], [-2.338, -4.078, 8.485], [-1.428, -3.011, 9.525], [-1.935, -2.351, 7.922], [4.830, -4.938, -10.178], [3.368, -4.893, -10.396], [2.707, -4.825, -9.120], [1.002, -5.097, -9.137], [0.651, -5.579, -7.369], [0.296, -3.843, -9.371], [0.773, -6.322, -9.954], [5.143, -4.073, -9.594], [5.375, -4.718, -11.096], [5.283, -5.907, -9.967], [3.080, -4.094, -11.079], [3.114, -5.858, -10.836], [-0.333, -6.033, -7.249], [0.765, -4.653, -6.805], [1.362, -6.348, -7.067], [9.504, -0.551, 1.213], [9.166, -1.820, 0.284], [7.933, -1.574, -0.324], [7.181, -2.779, -1.296], [7.676, -2.246, -3.068], [7.738, -4.063, -0.917], [5.770, -2.479, -1.179], [8.765, -0.414, 2.002], [9.524, 0.383, 0.652], [10.508, -0.634, 1.627], [9.910, -1.789, -0.511], [9.162, -2.789, 0.785], [7.156, -2.847, -3.813], [8.760, -2.193, -3.165], [7.313, -1.235, -3.256], [0.442, 2.231, -4.464], [1.071, 2.345, -3.119], [0.437, 1.586, -2.189], [0.207, 2.143, -0.642], [1.889, 1.938, 0.055], [-0.168, 3.554, -0.735], [-0.664, 1.124, -0.075], [-0.600, 2.518, -4.610], [0.360, 1.181, -4.743], [1.032, 2.688, -5.258], [2.081, 1.968, -3.280], [1.140, 3.420, -2.948], [2.614, 2.324, -0.661], [2.031, 0.858, 0.082], [1.891, 2.401, 1.042], [0.057, -1.539, -15.902], [-0.454, -0.205, -15.451], [0.408, 0.467, -14.544], [0.292, 2.152, -14.308], [-1.359, 2.084, -13.457], [1.253, 2.535, -13.252], [0.220, 2.875, -15.624], [-0.615, -2.100, -16.552], [0.120, -2.046, -14.939], [1.063, -1.601, -16.317], [-0.740, 0.347, -16.346], [-1.412, -0.351, -14.952], [-1.470, 3.026, -12.921], [-1.373, 1.276, -12.726], [-2.092, 2.040, -14.264], [-0.315, 12.985, 4.021], [-1.181, 13.571, 4.932], [-0.924, 14.988, 4.967], [0.498, 15.413, 5.413], [1.515, 15.644, 4.464], [2.643, 16.417, 4.788], [2.407, 17.790, 5.500], [2.513, 17.541, 6.883], [2.335, 18.589, 7.773], [0.718, 13.095, 4.351], [-0.485, 13.220, 2.970], [-0.562, 11.924, 4.067], [-1.640, 15.261, 5.742], [-1.276, 15.386, 4.015], [1.024, 14.692, 6.039], [0.379, 16.345, 5.966], [2.908, 16.717, 3.774], [3.323, 15.892, 5.458], [1.396, 18.179, 5.381], [3.089, 18.532, 5.084], [2.718, 18.347, 8.764], [1.288, 18.798, 7.988], [2.680, 19.547, 7.384], [-0.058, -11.236, -0.019], [-0.600, -10.026, 0.420], [-1.321, -9.278, -0.544], [-1.874, -8.008, 0.056], [-3.337, -7.864, -0.175], [-3.913, -6.863, 0.752], [-5.338, -6.369, 0.250], [-5.351, -6.082, -1.089], [-4.399, -5.024, -1.508], [0.682, -11.056, -0.799], [-0.849, -11.872, -0.416], [0.358, -11.826, 0.797], [-2.052, -9.863, -1.102], [-0.505, -8.910, -1.165], [-1.286, -7.149, -0.268], [-1.704, -8.061, 1.131], [-3.388, -5.915, 0.868], [-4.061, -7.362, 1.709], [-5.676, -5.535, 0.865], [-6.098, -7.138, 0.387], [-4.558, -3.977, -1.249], [-4.271, -5.018, -2.591], [-3.406, -5.167, -1.081]]}

---

For reference, molar mass by record: 678.05 638.03 1137.48 g/mol.